Entry from the OMol25 dataset: C30H30F3NiSb as an isolated structure at a distorted geometry (wB97M-V/def2-TZVPD).

Results
HOMO level (spin up / spin down)	-14.5 / -14.4	eV
E	-3208.725353	Eh
gap between HOMO and LUMO (spin up / spin down)	8.364 / 5.660	eV
E_LUMO (spin up / spin down)	-6.1 / -8.8	eV

The geometry in ORCA input format:
```
! RIJCOSX wB97M-V def2-TZVPD def2/J DEFGRID3
* xyz 2 3
Ni -0.03171 0.91405 -0.15798
C -1.56114 3.28201 2.20507
C -0.59595 2.93333 1.10526
C 0.70820 2.53534 1.45849
C 1.08585 2.38951 2.90497
C 1.69923 2.33930 0.46016
C 3.11879 2.06079 0.87598
C 1.35991 2.48551 -0.90383
C 2.40324 2.26464 -1.96772
C 0.03622 2.86423 -1.26486
C -0.29139 3.12549 -2.71668
C -0.94577 3.06982 -0.26388
C -2.33860 3.45840 -0.67912
H -2.51292 3.64563 1.83870
H -1.12482 4.07078 2.82075
H -1.75379 2.43902 2.86942
H 1.43036 3.35468 3.28866
H 1.89172 1.67478 3.04513
H 0.24604 2.08134 3.52129
H 3.39345 2.71677 1.70084
H 3.82063 2.23591 0.06880
H 3.25225 1.03293 1.22149
H 2.99632 3.17365 -2.09657
H 1.96158 2.01960 -2.92898
H 3.08215 1.45800 -1.70235
H -0.57400 2.21528 -3.25105
H 0.56440 3.55617 -3.22949
H -1.11019 3.83041 -2.81549
H -2.39284 4.54016 -0.82708
H -3.08202 3.18755 0.06295
H -2.62449 2.98181 -1.61338
F -1.59474 -6.91683 2.58090
C -1.13997 -5.70764 2.27242
C -1.03393 -5.36235 0.93420
C -0.55606 -4.10501 0.60912
C -0.20189 -3.22387 1.62694
C -0.31354 -3.58700 2.96535
C -0.78958 -4.84693 3.29521
Sb 0.54998 -1.30992 1.12377
C 1.61967 -1.86394 -0.63222
C 2.49051 -2.95308 -0.57168
C 3.25377 -3.31653 -1.66893
C 3.13649 -2.58056 -2.83431
F 3.85891 -2.92881 -3.89384
C 2.28682 -1.49336 -2.93808
C 1.53718 -1.14592 -1.82447
C -1.33938 -0.63909 0.06301
C -1.74121 -1.13148 -1.20043
C -3.04712 -1.01390 -1.62359
C -3.96841 -0.40668 -0.77528
F -5.21844 -0.28706 -1.18438
C -3.63122 0.07564 0.48109
C -2.31923 -0.04790 0.89267
H -1.31916 -6.07578 0.17336
H -0.45644 -3.83321 -0.43414
H -0.03331 -2.90550 3.75839
H -0.88763 -5.16627 4.32340
H 2.57745 -3.53746 0.33725
H 3.92994 -4.15971 -1.63504
H 2.22164 -0.95457 -3.87345
H 0.86018 -0.29458 -1.94725
H -1.02507 -1.62624 -1.84669
H -3.37370 -1.39261 -2.58267
H -4.39383 0.51347 1.11077
H -2.04942 0.28778 1.88915
*
```

Here are the Löwdin charges for atoms 1 to 5, given in e: 0.542, 0.002, -0.175, -0.202, -0.013


Entry from the OMol25 dataset: a 2-piece molecular cluster, C29H35N2O3 overall at a distorted geometry (wB97M-V/def2-TZVPD).

Results
HOMO level	-10.2	eV
E	-1461.009681	Eh
gap between HOMO and LUMO	5.412	eV
ΔE to the lowest compared entry with this formula, charge and spin	0.0	kcal per mole
E_LUMO	-4.7	eV

The geometry in ORCA input format:
```
! RIJCOSX wB97M-V def2-TZVPD def2/J DEFGRID3
* xyz 1 1
C 0.46703 -5.09052 -1.05384
O 0.24304 -4.84165 0.34426
C 0.43156 -3.56019 0.70774
O 0.74735 -2.68701 -0.07991
C 0.20171 -3.37441 2.19522
C -1.19138 -3.82083 2.67086
C -1.62797 -2.78245 3.70413
C -0.51048 -1.74033 3.77357
N 0.30670 -1.97984 2.57851
C 1.54503 -1.32915 2.51132
C 1.95159 -0.56039 1.44599
C 3.37221 -0.17186 1.28576
C 4.18757 -0.09369 2.58152
C 3.92919 -1.30595 3.46387
C 2.43806 -1.46543 3.74711
H 0.35267 -6.16620 -1.17330
H -0.27972 -4.55951 -1.65164
H 1.47346 -4.77782 -1.34824
H 0.96979 -4.00134 2.69861
H -1.90034 -3.86865 1.83241
H -1.09438 -4.82474 3.09516
H -2.56081 -2.30208 3.39960
H -1.78034 -3.23983 4.68464
H -0.88009 -0.70866 3.78348
H 0.06811 -1.89456 4.69959
H 1.26145 -0.32948 0.64017
H 3.86662 -0.85195 0.56700
H 3.40497 0.81610 0.83398
H 5.25359 0.00720 2.33905
H 3.88665 0.81771 3.11639
H 4.30807 -2.20906 2.97018
H 4.46831 -1.19617 4.41115
H 2.14192 -0.68308 4.46735
H 2.25498 -2.43347 4.23438
C 0.63563 -2.21988 -5.83414
O -0.02353 -1.04166 -5.31874
C 0.45603 -0.46201 -4.18723
C 1.63632 -0.88234 -3.52832
C 2.05808 -0.20179 -2.40164
C 1.31680 0.86704 -1.86023
C 1.85583 1.59367 -0.72514
C 3.07409 2.27054 -0.85334
C 3.60524 3.25163 0.09533
C 3.06827 3.86053 1.21901
C 3.89993 4.70619 1.97360
C 5.24810 4.90384 1.62669
C 5.80463 4.26152 0.50715
C 4.95461 3.46824 -0.24522
N 5.25111 2.68821 -1.37119
C 6.55017 2.65303 -2.01577
C 4.14186 2.00431 -1.76378
C 0.11211 1.25579 -2.51252
C -0.28882 0.63500 -3.67486
H 0.04749 -2.48441 -6.71288
H 1.67309 -2.00133 -6.12345
H 0.61370 -3.04153 -5.10352
H 2.22285 -1.72126 -3.91290
H 2.98848 -0.49944 -1.91276
H 1.21143 1.84088 0.11961
H 2.02353 3.67915 1.47065
H 3.49288 5.22130 2.84409
H 5.87006 5.56924 2.22375
H 6.85125 4.36115 0.22584
H 7.24895 3.23092 -1.40616
H 6.90621 1.61851 -2.09716
H 6.51314 3.08965 -3.02311
H 4.14932 1.34275 -2.62531
H -0.45689 2.09600 -2.10738
H -1.16727 0.96166 -4.22860
*
```

Here are the Löwdin charges for atoms 1 to 5, given in e: -0.040, -0.031, -0.426, 0.098, -0.201


Entry from the OMol25 dataset: a 2-piece molecular cluster, C6H9N2O overall at a distorted geometry (wB97M-V/def2-TZVPD).

Results
HOMO level (spin up / spin down)	-12.7 / -12.7	eV
E	-418.404211	Eh
gap between HOMO and LUMO (spin up / spin down)	7.746 / 7.743	eV
ΔE to the lowest compared entry with this formula, charge and spin	68.5	kcal per mole
E_LUMO (spin up / spin down)	-4.9 / -5.0	eV

The geometry in ORCA input format:
```
! RIJCOSX wB97M-V def2-TZVPD def2/J DEFGRID3
* xyz 1 1
C -1.28407 -1.88016 -0.03959
C -2.22540 -0.91872 -0.25428
C -0.00783 -1.59422 0.60300
C -2.10651 0.47693 -0.04616
C 0.43961 -0.51772 0.02994
C -0.95646 1.21851 -0.09768
N 3.56485 -0.06958 -0.15476
N -0.79087 2.50660 0.18855
O 0.22444 0.57021 -0.53743
H -1.46923 -2.90028 -0.33984
H -3.20410 -1.25842 -0.55667
H 0.52232 -2.29596 1.21680
H -3.02542 1.04026 0.02634
H 4.04307 0.69451 -0.62001
H 3.76514 -0.91715 -0.67513
H 3.99700 -0.17887 0.75427
H -1.52659 3.03702 0.62542
H 0.04005 2.98702 -0.12277
*
```

Here are the Löwdin charges for atoms 1 to 5, given in e: -0.035, -0.036, 0.014, 0.012, 0.035